No. 1
Formula: C27H56F3N3O3
Source: OMol25
Level of theory: ωB97M-V/def2-TZVPD

```
92
Properties=species:S:1:pos:R:3:mulliken_charge:R:1
C -3.6262 -4.1928 0.4189 -0.65
C -3.4690 -2.8119 1.0123 -0.66
C -3.5821 -1.5093 0.0233 1.51
C -2.3235 -1.6919 -1.0081 -1.21
C -1.3425 -0.3877 -1.1567 0.23
O -0.7044 -0.5064 -2.5098 -0.58
C -0.0825 -0.3543 -0.0864 0.65
F 1.0296 0.4754 -0.6843 -0.22
F 0.5170 -1.6852 0.1868 -0.26
F -0.4296 0.2863 1.2075 -0.19
C -3.9203 -0.0489 0.6823 -0.26
C -5.3283 0.5192 -0.0181 -0.47
C -5.9693 -0.8215 -0.7127 0.42
O -7.2132 -0.9197 -1.1900 -0.58
O -4.8434 -1.7967 -0.7111 -0.43
H -2.6724 -4.8976 0.5472 0.24
H -4.5880 -4.5395 -0.1669 0.27
H -3.2934 -2.6225 2.1773 0.20
H -1.6485 -2.6362 -0.7939 0.22
H -2.8006 -1.8722 -2.0873 0.28
H -1.9352 0.6473 -1.2022 0.17
H -1.4203 -0.4827 -3.2274 0.35
H -4.2356 -0.0143 1.8312 0.31
H -3.1678 0.8412 0.5848 0.16
H -6.1216 1.0200 0.6920 0.32
H -5.1542 1.2778 -0.9049 0.21
C 4.8903 -4.8166 0.0872 -1.38
C 5.4655 -4.0590 -1.1063 -0.27
N 4.6598 -4.1487 -2.3273 0.15
C 5.3451 -3.6094 -3.5082 -0.71
C 5.6556 -2.1144 -3.5220 -0.81
C 3.2510 -3.7651 -2.2042 -1.30
C 2.9491 -2.3455 -1.7368 0.15
H 4.7672 -5.8812 -0.1419 0.32
H 5.5706 -4.7332 0.9406 0.43
H 3.9247 -4.4128 0.4054 0.25
H 6.4573 -4.4847 -1.3050 0.46
H 5.6285 -3.0170 -0.8077 0.23
H 4.7675 -3.8559 -4.4068 0.36
H 6.2909 -4.1514 -3.6280 0.38
H 4.7668 -1.5197 -3.7406 0.11
H 6.3800 -1.8994 -4.3157 0.41
H 6.0899 -1.7660 -2.5823 0.27
H 2.7612 -4.4641 -1.5154 0.43
H 2.7406 -3.9375 -3.1604 0.34
H 3.5977 -2.0222 -0.9185 0.29
H 1.9163 -2.2893 -1.3737 -0.14
H 3.0331 -1.6280 -2.5534 0.03
C 2.3181 1.7657 -3.9657 -1.02
C 2.4494 3.2840 -3.8825 -0.37
N 1.4408 4.0229 -4.6473 0.05
C 1.7268 5.4601 -4.7357 -0.70
C 1.6984 6.2660 -3.4390 -0.93
C 0.0418 3.6895 -4.3670 -0.75
C -0.4516 3.8804 -2.9370 -0.89
H 2.3808 1.4193 -5.0036 0.31
H 3.1302 1.2931 -3.4044 0.40
H 1.3787 1.4088 -3.5336 0.00
H 3.4440 3.5387 -4.2703 0.44
H 2.4444 3.5734 -2.8254 0.23
H 1.0379 5.9235 -5.4517 0.35
H 2.7193 5.5810 -5.1863 0.40
H 0.6768 6.4682 -3.1119 0.23
H 2.1737 7.2395 -3.6038 0.39
H 2.2375 5.7745 -2.6261 0.27
H -0.1281 2.6439 -4.6514 0.37
H -0.6112 4.2554 -5.0437 0.35
H 0.2713 3.5407 -2.1908 0.23
H -1.3708 3.3028 -2.7845 0.30
H -0.6996 4.9225 -2.7340 0.33
C -3.8456 -0.9149 7.3656 -1.42
C -2.7834 -0.6503 6.3020 -0.25
N -2.9386 0.6231 5.5932 0.18
C -2.0497 0.7453 4.4314 -0.23
C -0.5462 0.7867 4.6948 -1.11
C -3.0286 1.8234 6.4287 -0.68
C -1.8540 2.1240 7.3531 -0.96
H -4.8515 -0.9070 6.9307 0.32
H -3.6817 -1.8995 7.8147 0.43
H -3.8087 -0.1816 8.1764 0.31
H -2.8501 -1.4701 5.5753 0.37
H -1.7965 -0.7313 6.7722 0.23
H -2.3289 1.6338 3.8530 0.36
H -2.2514 -0.0983 3.7602 -0.06
H -0.2284 1.7625 5.0667 0.25
H -0.0063 0.6175 3.7563 0.38
H -0.2211 0.0183 5.3998 0.26
H -3.9364 1.7518 7.0401 0.39
H -3.2091 2.6989 5.7919 0.33
H -1.4691 1.2312 7.8527 0.24
H -2.1712 2.8226 8.1362 0.37
H -1.0351 2.6051 6.8177 0.28
```

* SMILES string: C=C[C@]1(C[C@H](O)C(F)(F)F)CCC(=O)O1.CCN(CC)CC.CCN(CC)CC.CCN(CC)CC
* HOMO: -7.990 eV

=====

No. 2
Formula: C20H16BrF3N4O2
Source: OMol25
Level of theory: ωB97M-V/def2-TZVPD

```
46
Properties=species:S:1:pos:R:3:mulliken_charge:R:1
O -0.5477 4.2547 -2.4244 -0.63
C -0.7984 3.7855 -1.3627 0.28
C -0.8339 2.3503 -1.3825 0.48
C -1.4089 1.6594 -2.4412 -0.40
C -1.4049 0.2426 -2.5848 -0.85
C -0.6226 -0.4322 -1.6376 1.10
C -0.3843 -1.7833 -1.7100 -1.23
C 0.1061 -2.4406 -0.4821 0.53
O -0.0175 -3.8882 -0.5374 -0.33
C 0.9385 -4.7741 -0.0633 0.64
N 2.3222 -4.4326 -0.0343 -0.45
C 3.2064 -5.4152 0.3897 -0.64
C 2.7381 -6.6619 0.8003 0.07
C 3.8257 -7.6208 1.0755 0.85
F 4.8271 -7.8110 0.0237 -0.26
F 4.5212 -7.0803 2.1550 -0.23
F 3.2078 -8.8390 1.3697 -0.25
C 1.4454 -7.0141 0.6537 -0.49
C 0.5451 -6.0482 0.3353 -0.10
Br -1.1771 -6.6412 -0.1438 -0.14
C 0.3908 -1.7414 0.5965 -0.36
C 0.3328 -0.3603 0.5913 -0.43
C -0.1847 0.3677 -0.5256 0.06
N -0.2654 1.6885 -0.3562 -0.44
N -0.8619 4.6546 -0.2600 0.17
C -1.1146 4.2088 1.1290 -0.48
C -2.1709 5.0266 1.9482 -0.76
N -2.1825 6.4453 1.6040 -0.34
C -1.9784 6.7907 0.1735 -0.79
C -0.7484 6.1023 -0.3953 -0.69
H -2.0047 2.2182 -3.2095 0.36
H -1.8993 -0.3061 -3.3880 0.42
H -0.6938 -2.3421 -2.5673 0.45
H 4.2175 -5.2074 0.3420 0.45
H 1.1506 -7.9727 0.8784 0.64
H 0.6760 -2.1228 1.6035 0.32
H 0.6985 0.2313 1.4018 0.51
H -1.5978 3.2239 1.1863 0.27
H -0.2429 4.0661 1.7034 0.28
H -1.9147 4.8309 2.9716 0.39
H -3.2015 4.5799 1.8291 0.25
H -1.6578 7.1054 2.2589 0.30
H -1.8003 7.8589 0.0998 0.42
H -2.8955 6.5479 -0.2666 0.32
H -0.7875 6.3874 -1.3884 0.39
H 0.2484 6.3087 0.0404 0.32
```

* energy relative to the best compared isomer or geometry (same formula, charge and spin): 54.5 kJ/mol
* SMILES string: O=C(c1ccc2cc(Oc3ncc(C(F)(F)F)cc3Br)ccc2n1)N1CCNCC1
* HOMO: -8.337 eV

=====

No. 3
Formula: C4H6FP
Source: OMol25
Level of theory: ωB97M-V/def2-TZVPD

```
12
Properties=species:S:1:pos:R:3:mulliken_charge:R:1
C 1.9768 0.1483 -0.8391 -0.76
C 1.1471 0.7265 0.0139 0.09
C -0.0750 0.0981 0.6292 -0.35
C -1.3388 0.5585 0.1611 -0.09
P -2.7002 1.1976 -0.2639 -0.25
H 2.6198 0.8157 -1.3894 0.24
H 1.9518 -0.8814 -1.1953 0.29
H 1.4549 1.7982 0.2284 0.24
H -0.2547 0.1566 1.6528 0.33
H 0.2411 -0.8921 0.4548 0.31
F -2.3133 -2.2164 0.4716 -0.40
H -2.7098 -1.5095 0.0759 0.34
```

* energy relative to the best compared isomer or geometry (same formula, charge and spin): 91.0 kJ/mol
* SMILES string: C=CCC#P.F
* HOMO: -9.836 eV

=====

No. 4
Formula: Cl5NP2
Source: OMol25
Level of theory: ωB97M-V/def2-TZVPD

```
8
Properties=species:S:1:pos:R:3:mulliken_charge:R:1
Cl -2.6479 -0.6173 0.4945 -0.14
P -1.6657 1.1554 0.7205 0.26
N -0.2133 0.9755 0.1547 -0.12
P 0.8137 -0.0808 -0.4751 0.91
Cl 2.6080 0.8808 -0.2902 -0.14
Cl 0.8376 -1.9799 -1.3612 -0.16
Cl 0.2066 0.6473 -2.4401 -0.31
Cl 0.8444 -1.1998 1.3695 -0.31
```

* energy relative to the best compared isomer or geometry (same formula, charge and spin): 138.1 kJ/mol
* SMILES string: Cl/P=N\P(Cl)(Cl)(Cl)Cl
* HOMO: -10.280 eV

=====

No. 5
Formula: C5H27N2O6
Source: OMol25
Level of theory: ωB97M-V/def2-TZVPD

```
40
Properties=species:S:1:pos:R:3:mulliken_charge:R:1
C 0.5619 0.8898 -0.3460 -0.76
N -0.6960 0.7907 0.3607 -0.07
C -1.7260 1.7333 -0.0484 -0.21
C -2.8168 1.9427 0.9958 -1.12
C 0.5506 0.0182 -1.5978 -0.87
N 0.0336 -1.3303 -1.3118 0.32
C -0.2875 -2.0070 -2.6156 -0.86
H 0.8252 1.9294 -0.5517 0.29
H 1.2586 0.4434 0.3725 0.43
H -0.6708 0.6500 1.3505 0.21
H -1.2593 2.6995 -0.2732 0.20
H -2.1575 1.3407 -0.9760 0.32
H -3.5816 2.5655 0.5470 0.39
H -2.4326 2.3326 1.9299 0.22
H -3.0878 0.9548 1.3919 0.21
H 1.5792 -0.0096 -1.9646 0.38
H -0.0067 0.5273 -2.3877 0.53
H -0.7384 -1.2721 -0.6355 0.18
H 0.7814 -1.9291 -0.8876 0.29
H 0.5228 -1.7519 -3.2943 0.40
H -1.2259 -1.6186 -2.9949 0.36
H -0.2738 -3.0852 -2.4876 0.32
H 1.6640 -2.5710 1.3041 0.31
H 1.4819 -3.8030 0.2930 0.27
O 1.2858 -2.8764 0.4549 -0.65
H -3.0454 -1.7593 -0.0408 0.30
H -2.7789 -1.7174 1.4178 0.31
O -2.4138 -2.0626 0.6011 -0.65
H 1.9525 -2.0983 3.5059 0.32
H 3.0131 -1.4715 2.7150 0.33
O 2.5307 -2.3134 2.7616 -0.66
H -0.8065 3.3854 3.1212 0.29
H 0.4522 2.5971 3.0746 0.25
O -0.4401 2.5952 2.7051 -0.56
H 0.0321 3.1396 -2.3293 0.29
H -0.7944 4.3884 -2.7870 0.31
O -0.7499 3.4326 -2.8008 -0.61
H 3.8461 -1.9124 0.2111 0.31
H 5.2556 -1.4859 0.5040 0.29
O 4.3622 -1.2811 0.7128 -0.59
```

* energy relative to the best compared isomer or geometry (same formula, charge and spin): 146.9 kJ/mol
* net charge: +1
* HOMO: -11.749 eV

=====

No. 6
Formula: C17H15N2
Source: OMol25
Level of theory: ωB97M-V/def2-TZVPD

```
34
Properties=species:S:1:pos:R:3:mulliken_charge:R:1
C 2.4473 2.6253 -1.1257 -1.54
C 1.5420 2.6040 0.0518 1.51
C 2.1435 2.0781 1.3069 -1.22
C 0.3085 3.2615 0.0376 0.62
C -0.6460 3.1171 1.0926 -0.28
C -1.7996 3.8564 1.1083 -0.87
C -2.0664 4.7657 0.0964 -0.26
C -1.1811 4.9132 -0.9597 -0.84
C -0.0287 4.1741 -1.0088 -0.22
H 1.9011 2.7412 -2.0618 0.43
H 3.1695 3.4377 -1.0403 0.39
H 3.0049 1.6908 -1.1915 0.40
H 1.4045 1.8774 2.0799 0.32
H 2.6978 1.1581 1.1212 0.37
H 2.8488 2.8089 1.7054 0.38
H -0.4850 2.3855 1.8639 0.27
H -2.5108 3.7351 1.9099 0.41
H -2.9660 5.3594 0.1304 0.43
H -1.3918 5.6383 -1.7294 0.40
H 0.6692 4.3416 -1.8092 0.30
N -1.5938 -8.5929 -0.2256 -0.44
C -1.3145 -7.4667 -0.1947 0.01
C -0.9796 -6.1066 -0.1546 0.33
C -1.9157 -5.1610 0.2407 -0.68
C -1.5876 -3.8252 0.2819 -0.34
C -0.3142 -3.4033 -0.0720 0.33
N 0.0185 -2.0526 -0.0284 -0.01
C 0.2941 -0.9252 0.0076 0.05
C 0.6230 -4.3465 -0.4681 -0.34
C 0.2935 -5.6821 -0.5087 -0.68
H -2.9020 -5.4951 0.5143 0.46
H -2.3088 -3.0844 0.5870 0.43
H 1.6092 -4.0085 -0.7424 0.43
H 1.0162 -6.4193 -0.8149 0.46
```

* net charge: +1
* HOMO: -11.984 eV

=====

No. 7
Formula: C22H18BBrN8O2Pd
Source: OMol25
Level of theory: ωB97M-V/def2-TZVPD

```
53
Properties=species:S:1:pos:R:3:mulliken_charge:R:1
Pd 0.8821 0.3531 -0.8173 0.50
C -3.5172 -1.4618 -0.3813 -1.21
C -2.6879 -0.3455 -0.1887 -0.22
N -1.5543 -0.4762 -0.8622 0.08
N -1.6232 -1.6677 -1.4944 0.06
C -2.7921 -2.2784 -1.2215 -0.11
B -0.4313 -2.1824 -2.3073 0.09
N 0.0686 -1.0641 -3.2588 -0.07
C 0.0354 -1.0257 -4.5968 -0.06
C 0.5777 0.1716 -5.0215 -1.26
C 0.9355 0.8280 -3.8445 -0.27
N 0.6231 0.0715 -2.7971 0.26
N 0.7463 -2.5450 -1.3672 0.05
C 1.2037 -3.7548 -1.0164 -0.08
C 2.1756 -3.5975 -0.0469 -1.07
C 2.2573 -2.2182 0.1449 -0.59
N 1.4030 -1.6055 -0.6662 0.16
H -4.4954 -1.6441 0.0280 0.39
H -2.8465 0.5343 0.4157 0.51
H -3.0212 -3.2426 -1.6445 0.44
H -0.7429 -3.1559 -2.9416 -0.11
H -0.3765 -1.8529 -5.1494 0.45
H 0.7032 0.5178 -6.0316 0.39
H 1.3965 1.7885 -3.6939 0.57
H 0.7945 -4.6410 -1.4712 0.47
H 2.7412 -4.3654 0.4495 0.41
H 2.8693 -1.6368 0.8145 0.56
N 4.0583 4.6557 1.8390 -0.48
C 3.1447 4.3674 1.2060 -0.09
C 2.0005 4.0062 0.4053 0.42
C 0.8117 4.7171 0.4941 -0.13
C -0.2513 4.3288 -0.2931 -0.93
C -0.0935 3.2313 -1.1160 -0.02
N 1.0540 2.5469 -1.2308 -0.31
C 2.0841 2.9340 -0.4697 -0.25
H 0.7307 5.5517 1.1776 0.49
H -1.2005 4.8414 -0.2485 0.44
H -0.9124 2.8747 -1.7288 0.46
H 3.0061 2.3775 -0.5701 0.49
Br -0.2338 -3.8292 4.1660 -0.20
C -0.6095 -1.9757 4.0460 -0.11
C -1.4167 -1.3819 5.0018 -0.37
C -1.6971 -0.0256 4.8972 -0.53
C -1.1870 0.7182 3.8455 -0.53
C -0.3691 0.1086 2.9032 0.33
C -0.0694 -1.2445 3.0036 -0.29
C 0.1313 0.8875 1.7224 1.10
O -0.5294 1.8248 1.2938 -0.49
O 1.2239 0.4491 1.1659 -0.88
H -1.8214 -1.9706 5.8133 0.40
H -2.3249 0.4460 5.6421 0.40
H -1.4208 1.7686 3.7360 0.44
H 0.5672 -1.7113 2.2656 0.29
```

* energy relative to the best compared isomer or geometry (same formula, charge and spin): 81.0 kJ/mol
* HOMO: -8.808 eV

=====

No. 8
Formula: C30H25F3N2P2SbSe4V
Source: OMol25
Level of theory: ωB97M-V/def2-TZVPD

```
68
Properties=species:S:1:pos:R:3:lowdin_spin:R:1
V 1.7230 -0.4331 -0.0595 2.02
Se 6.0518 -0.7765 -0.5934 0.02
Sb 4.5443 -1.4650 1.1438 0.01
Se 3.0076 0.6290 1.5646 -0.10
Se 2.5305 -2.7142 0.0991 -0.01
Se 5.1096 -2.4901 3.2193 0.02
N -1.3973 0.3222 1.2807 0.00
P -0.3188 -0.9740 1.3417 -0.01
C -1.2989 -2.3790 0.7506 0.00
C -1.8425 -2.3012 -0.5317 0.00
C -2.5513 -3.3694 -1.0554 0.00
C -2.7118 -4.5259 -0.3016 0.00
C -2.1705 -4.6066 0.9717 0.00
C -1.4634 -3.5362 1.5028 0.00
C 0.0605 -1.3059 3.0914 0.00
C 1.1406 -2.1023 3.4659 0.00
C 1.4329 -2.2923 4.8070 0.00
C 0.6498 -1.6945 5.7839 0.00
C -0.4249 -0.8964 5.4203 0.00
C -0.7139 -0.6978 4.0785 0.00
P -0.5964 1.8846 1.3610 0.00
C -2.1121 2.9176 1.4370 0.00
C -2.7359 3.5327 0.3562 0.00
C -3.8853 4.2874 0.5514 0.00
C -4.4244 4.4267 1.8213 0.00
C -3.8029 3.8258 2.9072 0.00
C -2.6443 3.0889 2.7166 0.00
C -0.1066 2.0169 -0.3965 0.01
C -0.8745 1.5341 -1.4607 0.01
C -0.5123 1.8083 -2.7700 0.00
C 0.6275 2.5617 -3.0365 0.00
C 1.4128 3.0213 -1.9908 0.00
C 1.0541 2.7427 -0.6764 0.00
H -2.2991 0.2485 1.7348 0.00
H -1.7261 -1.3925 -1.1136 0.00
H -2.9780 -3.3040 -2.0478 0.00
H -3.2591 -5.3639 -0.7126 0.00
H -2.2973 -5.5088 1.5554 0.00
H -1.0357 -3.6004 2.4948 0.00
H 1.7781 -2.5530 2.7151 0.00
H 2.2964 -2.8849 5.0774 0.00
H 0.8868 -1.8376 6.8302 0.00
H -1.0330 -0.4165 6.1761 0.00
H -1.5418 -0.0544 3.8084 0.00
H -2.3262 3.4378 -0.6406 0.00
H -4.3593 4.7686 -0.2943 0.00
H -5.3218 5.0137 1.9660 0.00
H -4.2095 3.9453 3.9028 0.00
H -2.1357 2.6521 3.5702 0.00
H -1.7779 0.9731 -1.2504 0.00
H -1.1268 1.4440 -3.5841 0.00
H 0.9022 2.7773 -4.0616 0.00
H 2.3089 3.5947 -2.1908 0.00
H 1.6686 3.1060 0.1389 0.00
F 2.1618 -1.6517 -6.7754 0.00
C 2.6702 -0.5041 -6.3061 0.00
F 1.9905 0.5029 -6.8914 0.00
F 3.9408 -0.4183 -6.7102 0.00
C 2.5439 -0.4138 -4.8067 0.01
C 1.4283 -0.9505 -4.1795 0.00
C 1.3325 -0.7985 -2.8147 0.01
N 2.2603 -0.1623 -2.0873 0.00
C 3.3376 0.3388 -2.6900 0.01
C 3.5128 0.2313 -4.0578 0.00
H 0.6658 -1.4787 -4.7333 0.00
H 0.4963 -1.2049 -2.2487 0.00
H 4.0845 0.7947 -2.0527 0.00
H 4.4034 0.6308 -4.5201 0.00
```

* energy relative to the best compared isomer or geometry (same formula, charge and spin): 51.5 kJ/mol
* <S²>: 2.06
* HOMO (spin up / spin down): -7.193 / -7.246 eV
* 2S+1: 3

=====

- Number 4 is which compound?
  Cl5NP2